No. 1
{"formula": "C4H5N3O3", "method": "ωB97M-V/def2-TZVPD", "symbols": ["C", "C", "C", "C", "N", "N", "N", "O", "O", "O", "H", "H", "H", "H", "H"], "xyz": [[0.769, 0.085, -0.148], [2.092, 0.420, 0.033], [-1.459, 0.583, 0.284], [-1.687, -0.948, -0.180], [3.226, -0.085, -0.404], [-0.184, 0.973, -0.158], [-0.620, -1.717, 0.332], [-0.116, 2.275, -0.348], [-0.490, -2.854, -0.360], [4.440, 0.239, -0.102], [2.114, 1.381, 0.732], [-2.183, 1.272, -0.162], [-1.513, 0.698, 1.360], [-2.573, -1.274, 0.328], [-1.816, -1.048, -1.206]], "forces_ev_per_a": [[-2.0455, -1.1928, -0.6048], [3.0890, 3.4191, 1.9214], [-1.7008, -2.4636, -1.1559], [0.1539, 3.0032, 2.4713], [-0.9114, -1.8946, -1.1593], [1.3212, -0.1780, -0.2136], [1.6611, -2.3678, -0.5924], [0.6396, 0.8796, -0.0001], [-0.2511, 2.0396, 1.0887], [-1.1617, 0.9250, 0.6298], [0.3978, -1.3168, -0.9223], [-0.0264, -0.2198, -0.0146], [-0.0692, -0.2263, 0.4157], [-0.9782, -0.3924, 0.2915], [-0.1184, -0.0144, -2.1553]], "lowdin_charge": [-0.05, -0.26, -0.17, -0.28, -0.24, -0.36, -0.19, -0.25, -0.32, -0.34, 0.11, 0.09, 0.10, 0.08, 0.07], "total_energy_ha": -545.05985, "largest_force_ev_per_a": 4.99, "total_charge": -2, "mol_weight_g_mol": 143.102, "lumo_energy_ev": [6.71, 6.67], "orbital_gap_ev": [5.616, 5.621], "multiplicity": 1, "relative_energy_kcal_mol": 64.53}


No. 2
{"formula": "C5H8O2", "method": "ωB97M-V/def2-TZVPD", "symbols": ["C", "C", "O", "C", "C", "O", "C", "H", "H", "H", "H", "H", "H", "H", "H"], "xyz": [[2.269, -0.304, 0.706], [1.052, 0.405, 0.287], [0.887, 0.348, -1.605], [0.237, -0.186, -0.688], [-1.678, 1.027, 0.370], [-1.873, -0.398, 0.293], [-1.108, -0.893, -0.770], [2.096, -0.556, 1.764], [2.463, -1.216, 0.139], [3.132, 0.367, 0.677], [-0.604, 1.271, 0.480], [-2.160, 1.356, 1.276], [-2.169, 1.473, -0.511], [-1.567, -0.716, -1.763], [-0.976, -1.979, -0.656]], "forces_ev_per_a": [[0.2651, -0.1608, -0.0501], [0.4592, -0.6312, 0.1329], [-0.1392, -0.3953, -0.4624], [0.3747, -0.0441, -0.5242], [-0.9374, 0.1582, 0.0937], [0.3375, 0.1700, 0.1356], [0.5089, 0.0119, -0.0765], [0.0512, 0.0259, -0.1312], [0.2566, -0.0606, 0.0925], [-0.0650, -0.1345, 0.1159], [-1.2189, 0.3584, -0.2069], [-0.4506, 0.0874, 0.1986], [0.3099, 0.1894, 0.2794], [0.2384, 0.1495, 0.3303], [0.0093, 0.2757, 0.0721]], "lowdin_charge": [-0.10, 0.03, 0.11, -0.42, -0.09, -0.16, -0.14, 0.10, 0.08, 0.08, 0.04, 0.09, 0.11, 0.14, 0.14], "total_energy_ha": -345.61104, "largest_force_ev_per_a": 1.29, "mol_weight_g_mol": 100.117, "lumo_energy_ev": 0.60, "orbital_gap_ev": 9.180, "multiplicity": 1, "relative_energy_kcal_mol": 121.69}


No. 3
{"formula": "HNO2PS", "method": "ωB97M-V/def2-TZVPD", "symbols": ["N", "O", "O", "P", "S", "H"], "xyz": [[-0.470, 0.935, -0.450], [0.584, -1.193, 0.036], [1.389, 1.187, 1.190], [-0.784, -0.684, -0.834], [1.096, 0.632, -0.117], [-1.816, -0.878, 0.173]], "forces_ev_per_a": [[1.8076, -0.3639, -0.4954], [-0.2348, 1.4143, -0.9847], [0.6520, 0.2821, 0.5651], [-0.2531, -0.6688, 0.8137], [-1.8253, -0.4208, 0.2511], [-0.1464, -0.2429, -0.1497]], "lowdin_charge": [-0.64, -0.74, -0.54, 0.46, 0.59, -0.13], "total_energy_ha": -945.38848, "smiles": "[O-][S@]12=N[P@@H]=1O2", "largest_force_ev_per_a": 1.91, "total_charge": -1, "mol_weight_g_mol": 110.054, "lumo_energy_ev": 4.05, "orbital_gap_ev": 7.293, "multiplicity": 1, "relative_energy_kcal_mol": 32.53}


No. 4
{"formula": "C5H10O2", "method": "ωB97M-V/def2-TZVPD", "symbols": ["C", "C", "O", "C", "C", "C", "O", "H", "H", "H", "H", "H", "H", "H", "H", "H", "H"], "xyz": [[1.309, 0.702, 1.513], [1.155, 0.157, 0.092], [1.228, -1.236, 0.193], [-0.101, 0.709, -0.543], [-1.010, 0.153, -1.362], [-1.018, -1.189, -1.973], [-0.080, -1.962, -2.055], [1.260, 1.795, 1.545], [0.517, 0.292, 2.149], [2.270, 0.380, 1.922], [1.986, 0.560, -0.522], [1.020, -1.618, -0.681], [-1.855, 0.157, 1.960], [-0.273, 1.757, -0.288], [-1.858, 0.769, -1.655], [-2.565, 0.043, 2.143], [-1.984, -1.468, -2.437]], "forces_ev_per_a": [[-0.0019, 0.0076, 0.0537], [-0.0422, 0.2819, 0.0434], [-0.0246, -0.1022, -0.2118], [-0.0775, -0.0792, -0.1333], [0.1678, 0.1536, 0.1497], [0.2461, -0.1825, -0.0328], [-0.3478, 0.3142, 0.0455], [0.0249, -0.1620, -0.0540], [0.1178, 0.0721, -0.1009], [-0.1320, 0.0394, -0.0737], [-0.0965, -0.0625, 0.0965], [0.0143, -0.0201, 0.1543], [-0.0618, -0.0209, -0.0005], [-0.0107, -0.1634, -0.0232], [0.0862, -0.1015, 0.0387], [0.0293, 0.0137, 0.0096], [0.1085, 0.0119, 0.0388]], "lowdin_charge": [-0.05, -0.45, -0.03, -0.03, -0.06, -0.23, 0.03, 0.08, 0.06, 0.08, 0.15, 0.05, 0.01, 0.12, 0.10, 0.03, 0.12], "total_energy_ha": -346.92089, "smiles": "C[C@@H](O)/C=C\\C=O.[H][H]", "largest_force_ev_per_a": 0.47, "mol_weight_g_mol": 102.133, "lumo_energy_ev": -0.21, "orbital_gap_ev": 9.822, "multiplicity": 1, "relative_energy_kcal_mol": 65.60}


No. 5
{"formula": "H5NO", "method": "ωB97M-V/def2-TZVPD", "symbols": ["N", "H", "H", "H", "O", "H", "H"], "xyz": [[0.393, -2.281, -0.587], [0.305, -2.991, 0.148], [1.110, -1.618, -0.277], [0.764, -2.756, -1.416], [-0.787, 3.567, 0.891], [-0.128, 2.899, 0.595], [-1.658, 3.181, 0.646]], "forces_ev_per_a": [[0.4174, -0.2027, 0.0928], [0.0720, 0.3486, -0.3676], [-0.3241, -0.3688, -0.1503], [-0.1623, 0.2292, 0.4279], [-0.2094, -1.0727, -0.5508], [-0.7600, 0.6928, 0.3019], [0.9665, 0.3736, 0.2461]], "lowdin_charge": [-0.02, 0.01, 0.00, 0.01, -0.09, 0.04, 0.05], "total_energy_ha": -132.98308, "smiles": "N.O", "largest_force_ev_per_a": 1.22, "mol_weight_g_mol": 35.046, "lumo_energy_ev": 0.80, "orbital_gap_ev": 11.118, "multiplicity": 1, "relative_energy_kcal_mol": 6.15}


No. 6
{"formula": "C22H20N4O4S", "method": "ωB97M-V/def2-TZVPD", "symbols": ["C", "H", "O", "C", "C", "C", "C", "C", "C", "H", "H", "O", "C", "H", "H", "H", "N", "C", "O", "C", "H", "H", "S", "C", "N", "N", "C", "N", "C", "C", "C", "C", "C", "C", "H", "H", "H", "H", "H", "C", "C", "C", "C", "O", "H", "H", "H", "H", "H", "H", "H"], "xyz": [[-1.196, -3.763, 0.255], [-1.334, -3.624, 1.332], [-2.371, -3.470, -0.460], [-2.883, -2.207, -0.367], [-2.311, -1.179, 0.369], [-2.901, 0.079, 0.398], [-4.107, 0.323, -0.271], [-4.657, -0.712, -1.022], [-4.054, -1.953, -1.075], [-4.490, -2.749, -1.657], [-5.575, -0.559, -1.567], [-4.674, 1.547, -0.093], [-5.786, 1.889, -0.879], [-6.003, 2.930, -0.641], [-5.564, 1.803, -1.947], [-6.658, 1.272, -0.634], [-2.258, 1.089, 1.139], [-1.955, 2.319, 0.655], [-2.282, 2.759, -0.421], [-1.095, 3.124, 1.632], [-1.157, 2.765, 2.657], [-1.357, 4.180, 1.570], [0.652, 3.064, 1.103], [0.964, 1.370, 1.302], [0.277, 0.523, 2.027], [0.829, -0.688, 1.884], [1.868, -0.576, 1.092], [2.005, 0.732, 0.688], [2.980, 1.309, -0.154], [2.589, 1.904, -1.345], [3.548, 2.473, -2.163], [4.883, 2.446, -1.795], [5.265, 1.853, -0.604], [4.315, 1.285, 0.225], [4.600, 0.825, 1.160], [6.305, 1.835, -0.315], [5.628, 2.890, -2.438], [3.249, 2.936, -3.091], [1.546, 1.918, -1.624], [2.679, -1.677, 0.671], [2.611, -2.995, 1.051], [3.612, -3.662, 0.315], [4.210, -2.711, -0.456], [3.655, -1.508, -0.250], [5.012, -2.761, -1.166], [3.853, -4.704, 0.354], [1.929, -3.407, 1.765], [-1.661, 0.744, 1.890], [-1.398, -1.324, 0.924], [-0.353, -3.147, -0.078], [-0.980, -4.810, 0.049]], "forces_ev_per_a": [[0.1443, -0.0280, 0.0669], [0.0164, 0.0172, -0.0082], [-0.2359, 0.0730, -0.1388], [-0.2193, 0.1392, -0.0519], [0.0128, -0.1992, -0.0577], [-0.3390, 0.1606, -0.3603], [0.1838, -0.0192, 0.1393], [-0.0141, 0.1908, 0.0372], [0.2541, -0.1830, 0.1023], [-0.0632, -0.1019, -0.0718], [-0.0969, 0.0458, -0.0395], [0.1674, -0.2639, 0.2015], [-0.1328, 0.0343, -0.0676], [-0.0397, -0.0686, -0.0526], [-0.0022, -0.0103, 0.0181], [0.0292, 0.0276, -0.0400], [-0.3890, -0.3280, 0.3239], [0.1336, 0.2359, 0.2958], [0.0754, 0.1408, -0.2445], [0.3133, -0.2728, -0.1691], [-0.0774, 0.0773, 0.0083], [-0.0146, -0.0834, 0.0025], [-0.0606, 0.4761, -0.0326], [-0.0991, -0.0133, 0.1931], [0.0398, 0.9671, 0.0958], [0.6710, -1.1488, -0.1938], [-0.3367, 0.5920, 0.0383], [-0.6389, -0.4324, 0.5093], [0.5372, 0.3890, -0.4478], [-0.0239, -0.1422, 0.1159], [0.0255, 0.0467, -0.0452], [0.0232, 0.0269, -0.0583], [0.0488, -0.0307, 0.0467], [-0.1569, 0.1197, 0.0264], [0.0017, -0.0479, 0.0725], [0.0835, -0.0012, 0.0227], [0.0617, 0.0407, -0.0550], [-0.0265, 0.0388, -0.0793], [-0.0970, -0.0178, -0.0025], [-0.0186, -1.3026, 0.3844], [-0.0623, 0.9212, -0.1304], [0.3633, 0.2929, -0.4182], [0.0807, -0.9017, 0.1483], [-0.1735, 0.3904, -0.0197], [0.0951, 0.0945, -0.1091], [0.1073, -0.2086, -0.0464], [-0.1813, -0.0401, 0.1874], [-0.1175, 0.2683, -0.1836], [0.1321, -0.0341, 0.0211], [-0.0189, 0.0090, 0.0197], [0.0345, 0.0635, 0.0462]], "lowdin_charge": [-0.09, 0.10, -0.09, -0.28, 0.05, -0.14, -0.22, -0.01, -0.01, 0.12, 0.10, -0.09, -0.08, 0.09, 0.10, 0.09, 0.13, -0.55, 0.08, -0.34, 0.08, 0.09, 1.01, -0.59, 0.01, 0.09, -0.21, 0.06, -0.23, -0.02, -0.07, -0.08, -0.07, -0.01, 0.13, 0.11, 0.10, 0.11, 0.12, -0.20, -0.01, -0.05, -0.10, 0.05, 0.12, 0.10, 0.11, 0.11, 0.08, 0.08, 0.09], "total_energy_ha": -1768.49074, "smiles": "COc1ccc(OC)c(NC(=O)CSc2nnc(-c3ccco3)n2-c2ccccc2)c1", "largest_force_ev_per_a": 1.36, "mol_weight_g_mol": 436.493, "lumo_energy_ev": 0.49, "orbital_gap_ev": 8.011, "multiplicity": 1, "relative_energy_kcal_mol": 4.37}